C20H10Cl6F3O3S | ωB97M-V/def2-TZVPD

Each line ends with the natural charge from an NBO analysis.
CARTESIAN COORDINATES (ANGSTROEM)
Cl1 -1.2152 1.1915 3.7696  0.040
C1 -2.2338 5.9586 2.6573  -0.219
Cl2 -1.4440 5.3329 1.2763  0.010
C2 -3.6123 5.4439 2.8482  0.414
O1 -4.0742 4.4807 2.2142  -0.688
C3 -4.3466 6.0548 3.9767  -0.213
Cl3 -5.9273 5.4695 4.2464  0.003
C4 -3.6840 6.8092 4.9486  -0.055
Cl4 -4.5383 7.3785 6.3272  0.012
C5 -2.2593 6.8215 4.9543  -0.217
Cl5 -1.4238 7.1273 6.4120  0.000
C6 -1.5465 6.3529 3.8118  -0.050
Cl6 0.1741 6.1820 3.9068  0.006
F1 5.4692 -0.3070 0.7495  -0.328
C7 5.0469 0.3754 1.8579  0.979
F2 5.8134 -0.0511 2.9069  -0.330
F3 5.3559 1.6974 1.6466  -0.328
C8 3.5715 0.2038 2.1258  -0.155
C9 3.0816 0.2605 3.4286  -0.185
C10 1.7143 0.0711 3.6302  -0.201
C11 0.8162 -0.1274 2.5700  0.058
C12 -0.6635 -0.2365 2.9514  -0.510
S1 -1.8734 -0.6242 1.6066  2.144
C13 -3.4722 -0.5692 2.4843  -0.347
C14 -3.9725 -1.7708 2.9781  -0.140
C15 -5.1720 -1.7803 3.6966  -0.250
C16 -5.8668 -0.5828 3.9104  -0.190
C17 -5.3594 0.6186 3.4016  -0.198
C18 -4.1721 0.6234 2.6690  -0.174
O2 -1.9123 0.4176 0.6086  -0.908
O3 -1.6631 -2.0128 1.2502  -0.946
C19 1.3298 -0.1305 1.2739  -0.219
C20 2.7058 0.0471 1.0464  -0.164
H1 3.7566 0.4476 4.2672  0.235
H2 1.3327 0.0913 4.6510  0.221
H3 -0.8577 -1.0509 3.6737  0.249
H4 -3.4267 -2.6918 2.7882  0.228
H5 -5.5430 -2.7219 4.0929  0.212
H6 -6.7958 -0.5754 4.4824  0.214
H7 -5.8753 1.5603 3.5830  0.240
H8 -3.8079 1.5589 2.2480  0.277
H9 0.6760 -0.2706 0.4154  0.241
H10 3.0827 0.0466 0.0280  0.232

Results
HOMO-LUMO gap, eV: 5.975
2S+1: 1
DFT total energy, eV: -121168.657
Net charge: -1
E_HOMO, eV: -3.87
LUMO, eV: 2.1

=====

C20H10F18O4P2S2 | ωB97M-V/def2-TZVPD

Each line ends with the natural charge from an NBO analysis.
CARTESIAN COORDINATES (ANGSTROEM)
O1 -3.0160 -0.1666 0.2334  -0.475
C1 -2.7387 -1.3109 0.4304  0.508
C2 -3.5878 -2.4249 -0.0382  -0.399
P1 -5.1504 -2.0644 -0.8942  0.869
S1 -6.3391 -0.7433 -0.1080  -0.546
C3 -3.2123 -3.6818 0.1857  -0.162
C4 -1.9897 -4.0682 0.9168  0.503
O2 -1.8140 -5.2280 1.1556  -0.455
C5 -1.0669 -2.9964 1.3476  -0.104
C6 -1.4697 -1.6740 1.1310  -0.053
C7 -0.6852 -0.5991 1.5577  -0.146
C8 0.5334 -0.8111 2.2032  -0.075
C9 1.3596 0.3556 2.6768  -0.426
C10 2.7646 0.4306 2.0571  -0.464
C11 2.8468 1.1768 0.7499  0.645
F1 1.9420 0.6848 -0.1310  -0.329
F2 4.0678 0.9487 0.2044  -0.317
C12 2.6918 2.7353 0.8529  0.584
F3 3.9278 3.2674 0.8704  -0.296
F4 2.0984 3.0943 2.0062  -0.312
C13 1.9610 3.4175 -0.3390  0.584
F5 2.5246 2.9795 -1.4726  -0.299
F6 2.2053 4.7317 -0.2385  -0.289
C14 0.4027 3.2246 -0.3732  0.594
F7 -0.1900 4.3583 0.0085  -0.287
F8 0.0534 2.2720 0.5142  -0.314
C15 -0.2077 2.7832 -1.7328  0.582
F9 0.3514 1.6338 -2.1350  -0.299
F10 -1.5017 2.5410 -1.4783  -0.284
C16 -0.1174 3.8524 -2.8757  0.587
F11 -1.3337 4.3455 -3.1277  -0.288
F12 0.6669 4.8673 -2.4759  -0.300
C17 0.4683 3.3321 -4.2149  0.554
F13 1.6945 2.8526 -4.0296  -0.286
F14 0.5601 4.4111 -5.0102  -0.293
C18 -0.4230 2.2594 -4.9511  0.921
F15 -0.7629 2.6892 -6.1457  -0.289
F16 0.2608 1.1308 -5.0837  -0.297
F17 -1.5216 1.9995 -4.2622  -0.304
C19 0.9251 -2.1414 2.3980  0.489
F18 2.1075 -2.3165 3.0207  -0.334
C20 0.1780 -3.2570 1.9745  -0.463
P2 0.8484 -4.9617 2.1801  1.834
O3 -0.1451 -5.7318 3.1537  -0.966
O4 2.1177 -4.8830 3.1480  -0.982
S2 1.2640 -5.7975 0.5012  -0.555
H1 -5.7503 -3.3321 -0.9414  -0.024
H2 -4.7850 -1.7383 -2.2086  -0.017
H3 -3.8374 -4.5022 -0.1320  0.234
H4 -1.0384 0.3995 1.3714  0.250
H5 1.4800 0.2687 3.7551  0.238
H6 0.7956 1.2612 2.5105  0.240
H7 3.0975 -0.5740 1.8232  0.243
H8 3.4932 0.8370 2.7488  0.243
H9 0.1352 -5.6046 4.0717  0.510
H10 2.8609 -4.5325 2.6407  0.517

Results
HOMO-LUMO gap, eV: 6.937
2S+1: 1
DFT total energy, eV: -118257.117
SMILES: O=C1C([PH2]=S)=CC(=O)c2c1cc(CCC(F)(F)C(F)(F)C(F)(F)C(F)(F)C(F)(F)C(F)(F)C(F)(F)C(F)(F)F)c(F)c2P(O)(O)=S
Net charge: 0
E_HOMO, eV: -8.86
LUMO, eV: -1.9

=====

C20H10LuN5O2S2 | ωB97M-V/def2-TZVPD

Each line ends with the natural charge from an NBO analysis.
CARTESIAN COORDINATES (ANGSTROEM)
Lu1 0.6742 -0.1024 0.4141  1.781
O1 4.7627 0.5044 1.7646  -0.529
C1 3.5857 0.3134 1.5866  0.648
N1 2.8893 0.2123 0.3949  -0.885
C2 3.5577 0.3183 -0.8118  0.648
O2 4.7306 0.5123 -1.0123  -0.530
C3 2.6349 0.1509 -2.0186  0.141
C4 3.1836 0.1862 -3.2862  -0.204
C5 2.3455 0.0320 -4.3782  -0.129
C6 0.9865 -0.1569 -4.1713  -0.240
C7 0.5144 -0.1877 -2.8757  0.085
N2 1.3213 -0.0389 -1.8196  -0.571
C8 2.6837 0.1469 2.8061  0.143
C9 3.2388 0.2070 4.0688  -0.205
C10 2.4088 0.0518 5.1669  -0.128
C11 1.0516 -0.1564 4.9701  -0.240
C12 0.5692 -0.2032 3.6780  0.079
N3 1.3712 -0.0595 2.6152  -0.575
H1 4.2488 0.3365 -3.3822  0.260
H2 2.7489 0.0573 -5.3823  0.231
H3 0.3012 -0.2819 -4.9973  0.238
H4 -0.5367 -0.3372 -2.6592  0.224
H5 4.3023 0.3735 4.1580  0.260
H6 2.8177 0.0934 6.1683  0.231
H7 0.3727 -0.2810 5.8015  0.237
H8 -0.4799 -0.3616 3.4650  0.234
S1 -1.1579 -1.8609 0.4787  -0.379
C13 -2.4749 -0.8153 -0.0874  -0.160
C14 -3.6069 -1.4748 -0.5722  -0.162
C15 -4.7186 -0.7923 -1.0317  -0.143
C16 -5.8609 -1.5244 -1.5101  0.270
N4 -6.7714 -2.1093 -1.8960  -0.284
C17 -4.7106 0.6085 -1.0259  -0.130
C18 -3.5922 1.2748 -0.5569  -0.174
C19 -2.4695 0.5974 -0.0740  -0.145
S2 -1.1555 1.6231 0.5314  -0.363
C20 -5.8398 1.3632 -1.5005  0.269
N5 -6.7296 1.9806 -1.8843  -0.283
H9 -3.6110 -2.5566 -0.5811  0.239
H10 -3.5858 2.3566 -0.5533  0.240

Results
HOMO-LUMO gap, eV: 7.280
2S+1: 1
DFT total energy, eV: -87743.232
ΔE to the lowest compared entry with this formula, charge and spin, kcal/mol: 0.73
Net charge: 0
E_HOMO, eV: -8.37
LUMO, eV: -1.1

=====

C20H12AgF3OSSbSe4 | ωB97M-V/def2-TZVPD

Each line ends with the natural charge from an NBO analysis.
CARTESIAN COORDINATES (ANGSTROEM)
Ag1 -0.9494 0.2415 1.6072  0.695
Se1 -2.4829 -1.7954 0.4117  -0.704
Se2 -4.4290 -0.4648 0.4151  -0.134
Se3 -3.6141 1.6655 -0.0013  -0.131
Se4 -2.5955 2.2779 2.0113  -0.678
F1 -1.5023 -6.2004 -6.1610  -0.350
C1 -1.1792 -5.2167 -5.2746  0.378
C2 0.1453 -4.8718 -5.1186  -0.305
C3 0.4629 -3.8631 -4.2143  -0.246
C4 -0.5204 -3.2010 -3.4813  -0.285
C5 -1.8443 -3.6032 -3.6599  -0.228
C6 -2.1868 -4.6056 -4.5591  -0.296
Sb1 -0.0296 -1.7179 -1.9423  1.223
C7 1.7583 -1.0463 -3.0011  -0.399
C8 1.8363 -0.8322 -4.3777  -0.207
C9 3.0194 -0.4257 -4.9824  -0.309
C10 4.1279 -0.2298 -4.1838  0.387
F2 5.2898 0.1682 -4.7706  -0.348
C11 4.1002 -0.4191 -2.8199  -0.298
C12 2.9047 -0.8316 -2.2388  -0.208
C13 -1.2689 -0.1963 -2.8461  -0.374
C14 -2.6571 -0.3130 -2.8023  -0.199
C15 -3.4804 0.6328 -3.3985  -0.315
C16 -2.8960 1.7175 -4.0139  0.460
F3 -3.6915 2.6543 -4.5982  -0.358
C17 -1.5318 1.8989 -4.0410  -0.327
C18 -0.7240 0.9307 -3.4565  -0.219
H1 0.9073 -5.3827 -5.6937  0.213
H2 1.5045 -3.5884 -4.0898  0.215
H3 -2.6330 -3.1345 -3.0836  0.229
H4 -3.2145 -4.9143 -4.7013  0.219
H5 0.9562 -0.9817 -4.9933  0.221
H6 3.0882 -0.2559 -6.0496  0.216
H7 4.9883 -0.2419 -2.2276  0.223
H8 2.8707 -0.9749 -1.1631  0.232
H9 -3.1147 -1.1160 -2.2399  0.245
H10 -4.5575 0.5564 -3.3332  0.226
H11 -1.1132 2.7862 -4.4985  0.212
H12 0.3477 1.0791 -3.4715  0.216
O1 1.1220 1.9553 -0.3673  -0.519
C19 0.6616 0.9345 -0.2045  0.480
S1 2.4823 -0.1642 2.8771  -0.208
C20 0.8964 -0.2963 2.8194  -0.645

Results
HOMO-LUMO gap (spin up / spin down), eV: 4.137 / 5.494
2S+1: 2
DFT total energy, eV: -313892.007
Expectation value of S²: 0.76
ΔE to the lowest compared entry with this formula, charge and spin, kcal/mol: 8.29
Net charge: -2
E_HOMO (spin up / spin down), eV: 0.07 / -1.29
LUMO (spin up / spin down), eV: 4.2 / 4.2

=====

C20H12Br2O10S2 | ωB97M-V/def2-TZVPD

Each line ends with the natural charge from an NBO analysis.
CARTESIAN COORDINATES (ANGSTROEM)
O1 -0.1483 -3.6678 2.0853  -0.544
O2 -4.6448 0.5856 -3.6151  -0.861
O3 -3.1776 2.5291 -3.7592  -0.917
O4 2.0231 6.1346 5.0548  -0.896
O5 3.2642 4.3047 3.9946  -0.851
Br1 2.4464 -5.2382 1.5944  0.125
Br2 3.4709 1.0901 -0.0148  0.099
O6 -0.2883 -1.4707 1.5845  -0.473
O7 -3.6829 1.3369 -5.8404  -0.822
O8 1.8880 3.9346 6.1808  -0.844
O9 -2.0624 0.2270 -4.1858  -0.633
O10 0.5833 4.3281 3.9586  -0.623
C1 0.3669 -2.6386 1.6548  0.755
C2 4.0692 -2.9445 0.7479  -0.218
C3 4.2895 -1.6002 0.4203  -0.202
C4 -2.1289 0.0886 -1.7022  -0.287
C5 -0.1171 -0.2374 -2.9480  -0.249
C6 0.3147 3.1811 1.9010  -0.236
C7 0.9002 1.8902 3.8639  -0.250
C8 -1.4450 -0.0456 -0.5099  -0.110
C9 0.5579 -0.4746 -1.7304  -0.171
C10 0.3424 2.0005 1.1343  -0.194
C11 0.9403 0.7277 3.0720  -0.196
C12 2.7710 -3.4125 1.1314  -0.047
C13 3.2036 -0.7165 0.4939  -0.077
C14 -1.4627 0.0703 -2.9442  0.279
C15 0.6044 3.1431 3.2816  0.263
C16 1.7258 -2.4972 1.2062  -0.163
C17 -0.0739 -0.3196 -0.4763  -0.098
C18 0.6471 0.7396 1.7207  0.029
C19 1.9146 -1.1957 0.8353  -0.062
C20 0.5833 -0.5229 0.8778  0.231
S1 -3.4530 1.1777 -4.2223  2.447
S2 2.0091 4.7080 4.7230  2.410
H1 -3.6331 2.2890 -5.8646  0.510
H2 2.3418 4.6055 6.7290  0.516
H3 4.9316 -3.6238 0.6493  0.243
H4 5.2597 -1.1970 0.1692  0.244
H5 -3.2220 0.2766 -1.6349  0.251
H6 0.4090 -0.3221 -3.9019  0.236
H7 0.0818 4.1467 1.4358  0.236
H8 1.1081 1.8248 4.9130  0.236
H9 -2.0087 0.0539 0.3988  0.226
H10 1.6079 -0.7667 -1.7578  0.225
H11 0.0919 2.0847 0.0724  0.234
H12 1.1432 -0.2448 3.5656  0.227

Results
HOMO-LUMO gap, eV: 9.026
2S+1: 1
DFT total energy, eV: -203162.853
ΔE to the lowest compared entry with this formula, charge and spin, kcal/mol: 0.00
SMILES: O=C1OC(c2ccc(OS(=O)(=O)O)cc2)(c2ccc(OS(=O)(=O)O)cc2)c2c(Br)ccc(Br)c21
Net charge: 0
E_HOMO, eV: -9.44
LUMO, eV: -0.4

=====

C20H12O4P | ωB97M-V/def2-TZVPD

Each line ends with the natural charge from an NBO analysis.
CARTESIAN COORDINATES (ANGSTROEM)
O1 2.7142 -2.0830 2.9599  -1.164
O2 2.7172 0.3534 3.6964  -1.154
O3 2.5374 -0.2966 1.2211  -0.747
O4 0.5423 -0.6935 3.0217  -0.748
C1 -1.5268 -2.9697 -2.8887  -0.253
C2 -0.9800 4.0926 -0.8733  -0.203
C3 2.5142 -2.2166 -0.2338  -0.204
C4 -0.4508 1.3440 3.0521  -0.225
C5 -2.1639 -1.9910 -2.1858  -0.231
C6 -0.7241 3.0120 -1.6643  -0.250
C7 1.8711 -1.2382 0.5230  0.273
C8 0.0288 0.3124 2.3202  0.346
C9 -0.2163 -3.3577 -2.5128  -0.167
C10 -1.0960 3.9764 0.5280  -0.206
C11 1.7424 -3.0005 -1.1955  -0.168
C12 -0.8272 2.5765 2.3715  -0.142
C13 -1.5479 -1.3094 -1.0751  -0.203
C14 -0.3789 1.8274 -0.9892  -0.133
C15 0.5214 -0.8773 0.2454  0.007
C16 -0.0524 0.3302 0.9801  -0.124
C17 0.4072 -2.6767 -1.4265  -0.129
C18 -0.8352 2.7164 1.0505  -0.099
C19 -0.1977 -1.6191 -0.7491  0.008
C20 -0.5666 1.5268 0.3593  -0.046
P1 2.1664 -0.6702 2.7732  2.466
H1 -2.0701 -3.3262 -3.8010  0.204
H2 -1.1729 5.0234 -1.3839  0.193
H3 3.5397 -2.4062 -0.0953  0.227
H4 -0.4806 1.3152 4.1522  0.232
H5 -3.1736 -1.6499 -2.4318  0.201
H6 -0.6115 3.1071 -2.6583  0.201
H7 0.2163 -4.1316 -3.2189  0.212
H8 -1.4723 4.7912 1.1437  0.211
H9 2.2641 -3.7820 -1.7520  0.207
H10 -1.1938 3.4316 2.9170  0.188
H11 -2.1583 -0.5481 -0.6259  0.221
H12 0.1140 1.1069 -1.5542  0.199

Results
HOMO-LUMO gap, eV: 7.552
2S+1: 1
DFT total energy, eV: -38416.425
Net charge: -1
E_HOMO, eV: -4.89
LUMO, eV: 2.7